# 1
C30H38AsClGeN3SY | ωB97M-V/def2-TZVPD

Geometry (Å):
Y1 -0.016 -1.059 -0.511
As1 2.960 -1.794 -0.679
Ge1 -0.535 1.745 -0.132
Cl1 -4.906 -4.758 0.514
S1 -0.788 -1.358 2.287
N1 -3.254 -0.771 3.038
N2 -2.569 -1.816 -0.730
N3 -2.543 -2.917 3.468
C1 3.552 3.119 1.888
C2 1.278 2.173 0.613
C3 -2.717 2.681 3.363
C4 -0.728 2.391 -1.995
C5 0.258 2.020 -2.913
C6 3.163 -1.119 -2.536
C7 2.021 1.318 1.424
C8 -3.448 -0.957 -1.260
C9 -5.294 -2.383 -0.748
C10 -4.810 -1.204 -1.290
C11 1.971 -4.398 0.136
C12 -0.765 3.407 -4.579
C13 -1.725 2.287 2.481
C14 1.701 3.484 0.410
C15 3.150 1.803 2.068
C16 -4.005 2.919 2.899
C17 -1.732 3.275 -2.385
C18 -1.747 3.779 -3.674
C19 -2.315 -1.709 2.982
C20 2.881 -3.752 -0.909
C21 4.894 -2.149 1.536
C22 -3.331 2.294 0.679
C23 0.249 2.538 -4.194
C24 -4.312 2.711 1.562
C25 4.746 -1.512 0.166
C26 -3.031 -2.952 -0.205
C27 2.833 3.958 1.055
C28 4.532 -1.409 -3.134
C29 -4.386 -3.280 -0.184
C30 -2.025 2.111 1.130
H1 -2.488 3.593 -1.681
H2 -3.387 -3.137 3.978
H3 5.301 -0.820 -2.638
H4 -2.477 2.822 4.407
H5 4.427 3.497 2.396
H6 0.967 -3.930 0.114
H7 -0.710 2.138 2.835
H8 -5.474 -0.487 -1.741
H9 3.134 4.987 0.920
H10 -1.820 -3.622 3.449
H11 5.916 -2.007 1.885
H12 2.514 -3.984 -1.917
H13 -3.038 0.183 2.781
H14 1.054 1.339 -2.599
H15 1.690 0.284 1.591
H16 -5.312 2.890 1.205
H17 1.854 -5.462 -0.068
H18 2.367 -1.609 -3.118
H19 -6.348 -2.610 -0.770
H20 1.131 4.142 -0.235
H21 4.775 -2.469 -3.043
H22 4.224 -1.696 2.267
H23 -2.300 -3.633 0.216
H24 3.902 -4.141 -0.814
H25 5.429 -1.986 -0.552
H26 2.380 -4.289 1.143
H27 -0.794 3.791 -5.586
H28 4.712 -3.225 1.504
H29 3.701 1.167 2.742
H30 -3.037 -0.047 -1.686
H31 2.972 -0.038 -2.527
H32 4.941 -0.436 0.203
H33 1.020 2.272 -4.897
H34 -4.765 3.281 3.571
H35 -2.531 4.461 -3.968
H36 -4.111 -0.930 3.549
H37 4.547 -1.148 -4.189
H38 -3.577 2.140 -0.364

Properties
* highest occupied orbital energy (alpha / beta): -0.5997 / -0.6172 Eh
* <S²>: 0.76
* orbital gap (alpha / beta): 0.2513 / 0.2111 hartree
* spin multiplicity: 2
* charge: +3

Here are the Löwdin charges for atoms 1 to 2, given in e:
1. Y 1.306
2. As 1.140

# 2
C30H38BeN10O6P | ωB97M-V/def2-TZVPD

Geometry (Å):
P1 2.000 1.856 -1.703
O1 1.361 0.398 -1.257
O2 3.049 1.214 -2.754
O3 3.016 2.111 -0.445
O4 -1.794 3.300 -0.530
O5 0.507 0.275 -4.024
O6 -1.669 -2.881 3.067
N1 -3.237 -1.580 -1.442
N2 -1.538 -0.252 -1.355
N3 -2.273 -2.204 -2.135
N4 -1.279 2.620 -1.479
N5 0.115 1.587 2.682
N6 -0.103 1.179 -3.153
N7 -0.385 1.232 0.607
N8 -1.212 1.801 2.597
N9 -1.969 -4.933 3.792
N10 -1.095 -4.304 4.640
C1 -4.544 -5.717 0.411
C2 2.954 3.371 0.258
C3 0.595 1.243 1.502
C4 -3.743 -5.528 1.521
C5 -1.479 1.594 1.343
C6 0.674 -2.292 5.871
C7 4.077 3.419 1.264
C8 -0.101 -2.048 4.741
C9 -0.074 -0.810 4.118
C10 -2.284 -4.078 2.891
C11 1.514 -0.041 5.732
C12 -0.943 -3.110 4.193
C13 5.391 1.405 -3.296
C14 0.769 1.571 3.976
C15 1.486 -1.281 6.354
C16 -4.780 -4.665 -0.467
C17 -0.817 2.434 -5.138
C18 -0.740 2.158 -3.684
C19 -2.129 4.248 -3.111
C20 -4.488 -2.269 -1.170
C21 -3.172 -4.276 1.751
C22 -2.798 -0.422 -0.976
C23 -1.267 -1.377 -2.071
C24 2.165 -0.683 -0.720
C25 2.628 -1.656 -1.789
C26 -1.391 3.023 -2.718
C27 -4.236 -3.414 -0.219
C28 -3.435 -3.220 0.893
C29 4.014 2.015 -3.460
C30 0.731 0.201 4.615
Be1 -0.439 1.100 -1.194
H1 3.046 4.190 -0.461
H2 1.646 1.029 1.313
H3 1.786 1.924 3.841
H4 5.054 3.406 0.777
H5 -2.664 4.628 -2.246
H6 -0.095 1.818 -5.665
H7 3.995 3.040 -3.074
H8 1.529 -1.173 0.010
H9 5.673 1.368 -2.241
H10 1.794 -2.056 -2.377
H11 -2.464 1.729 0.941
H12 1.980 3.467 0.738
H13 -1.448 5.036 -3.459
H14 -5.384 -4.829 -1.355
H15 6.132 2.011 -3.834
H16 -0.629 3.490 -5.332
H17 -5.173 -1.530 -0.762
H18 0.640 -3.264 6.351
H19 3.112 -2.501 -1.293
H20 3.351 -1.182 -2.453
H21 -0.699 -0.652 3.246
H22 -4.969 -6.691 0.208
H23 2.155 0.743 6.118
H24 -2.844 4.051 -3.919
H25 4.000 4.338 1.847
H26 2.110 -1.446 7.228
H27 -4.880 -2.630 -2.119
H28 0.245 2.300 4.589
H29 -3.537 -6.339 2.208
H30 1.281 -0.031 -3.531
H31 -3.389 0.266 -0.387
H32 3.715 2.037 -4.503
H33 -0.322 -1.561 -2.558
H34 5.416 0.393 -3.709
H35 4.024 2.576 1.959
H36 -3.010 -2.245 1.105
H37 3.016 -0.243 -0.210
H38 -1.824 2.217 -5.517

Properties
* highest occupied orbital energy (alpha / beta): -0.3804 / -0.3804 Eh
* orbital gap (alpha / beta): 0.2972 / 0.2971 hartree
* charge: +1

Here are the Löwdin charges for atoms 1 to 2, given in e:
1. P 0.938
2. O -0.360

Asked for energy relative to the best compared isomer or geometry (same formula, charge and spin) across the records above, the calculation gives 2.759; 0.000 eV in order.
Asked for energy across the records above, the calculation gives -6538.70795; -2520.97471 Ha in order.
Asked for F_max across the records above, the calculation gives 2.08; 1.49 eV Å⁻¹ in order.